Entry 1:
29
Properties=species:S:1:pos:R:3:mulliken_charge:R:1 method="wB97M-V/def2-TZVPD" total_charge=0 spin_multiplicity=1 total_energy_ha=-1333.22436 homo_energy_ha="-0.2820 / -0.2712" fmax_ha_per_bohr=0.0344
C -1.73 -1.34 -0.14 -0.278
H -3.22 -1.74 -1.62 0.450
H 0.57 2.12 2.13 0.346
C 3.09 1.01 -2.47 -1.023
C 1.95 0.36 -1.76 -0.402
H 3.16 1.52 0.60 0.392
H 2.17 2.02 2.87 0.339
H 3.61 0.24 -3.06 0.342
H -0.40 3.39 -0.12 0.241
C 1.64 2.26 1.95 -1.143
C -2.94 -3.32 1.37 -0.451
S 1.18 1.23 -0.53 0.488
S 0.17 -0.73 1.51 -0.176
H 1.82 3.32 1.73 0.281
C -0.06 0.05 -0.05 0.601
N -1.03 -0.35 -0.76 -0.484
H 3.80 1.44 -1.77 0.294
N -0.28 2.98 -1.04 -0.738
H -4.30 -3.51 -0.27 0.379
H -3.42 -4.09 1.95 0.378
C -2.84 -2.01 -0.65 -0.481
C 2.13 1.34 0.88 -0.367
H -1.11 2.43 -1.23 0.268
H 1.22 -0.13 -2.38 0.348
C -1.83 -2.68 1.90 -0.686
H -1.45 -2.92 2.88 0.399
C -1.23 -1.69 1.13 0.920
H 2.77 1.79 -3.16 0.255
C -3.43 -2.99 0.11 -0.492


Entry 2:
66
Properties=species:S:1:pos:R:3:lowdin_spin:R:1 method="wB97M-V/def2-TZVPD" total_charge=-1 spin_multiplicity=2 total_energy_ha=-3562.42967 homo_energy_ha="-0.1724 / -0.1885" fmax_ha_per_bohr=0.0097
H -1.11 -1.13 -2.64 0.000
O -0.96 -1.24 1.81 0.015
H 0.99 -1.72 2.09 0.000
C 2.97 -2.22 2.76 0.000
C 3.09 1.58 -3.79 -0.001
H -2.76 0.45 -3.08 0.001
O -4.04 1.05 -1.00 0.005
H 4.18 0.62 0.43 0.000
H -5.17 -1.31 1.58 0.000
C 2.48 -0.46 1.19 -0.002
C 1.94 2.25 -1.79 -0.001
H 5.82 -0.67 1.76 0.000
C -4.84 -2.34 1.40 0.000
C -2.83 0.74 -0.96 0.006
H 3.50 1.82 -4.76 0.000
C 3.19 0.28 -3.29 0.000
C 2.66 -0.03 -2.05 -0.001
C 4.76 -0.89 1.84 0.000
H -0.86 2.44 0.23 0.000
H -5.66 -3.02 1.61 0.000
C -0.10 2.82 0.91 0.000
C -2.64 0.44 1.41 0.003
H 2.71 -1.06 -1.70 0.000
B 1.14 -3.34 -1.87 0.001
C 1.02 2.03 1.18 -0.003
C -2.04 -0.70 2.25 0.002
F 1.08 -4.51 -1.12 0.000
H -6.28 -2.70 -0.94 0.000
C 2.47 2.56 -3.03 0.000
C 1.96 2.49 2.10 -0.001
C -2.05 0.69 -2.28 0.002
H -1.70 1.71 -2.47 0.000
H 1.45 3.02 -1.21 0.000
C -0.26 4.05 1.53 0.000
C 4.33 -1.92 2.67 0.000
H -1.14 4.65 1.32 0.000
C 0.69 4.50 2.44 0.000
F 0.87 -2.21 -0.98 0.013
N -2.03 -2.19 -0.51 -0.005
O -2.62 -1.03 3.29 0.001
C -5.38 -2.09 -1.03 0.000
C 2.05 -1.49 2.02 0.000
H -0.10 0.14 -2.79 0.001
H -4.01 -2.54 2.07 0.000
N -2.08 0.47 0.08 0.032
H 5.05 -2.49 3.24 0.000
H -4.95 -2.25 -2.02 0.000
C 1.79 3.71 2.73 0.000
H -2.42 1.36 1.96 0.000
N -0.89 -0.21 -2.27 0.024
F 0.16 -3.30 -2.87 0.000
N -4.43 -2.49 -0.01 -0.001
H 2.63 -3.02 3.40 0.000
C 2.04 0.95 -1.28 -0.002
H 2.53 4.05 3.45 0.000
H 2.39 3.57 -3.41 0.000
C 3.84 -0.16 1.10 -0.001
Co -0.58 -0.86 -0.16 0.935
H -3.73 0.34 1.40 0.001
H 0.56 5.46 2.93 0.000
C -3.15 -2.34 -0.28 -0.002
F 2.42 -3.13 -2.40 0.001
H -5.64 -1.03 -0.92 0.000
H 2.82 1.88 2.34 0.000
P 1.21 0.45 0.27 -0.021
H 3.65 -0.50 -3.88 0.000


Entry 3:
120
Properties=species:S:1:pos:R:3:lowdin_spin:R:1 method="wB97M-V/def2-TZVPD" total_charge=+1 spin_multiplicity=6 total_energy_ha=-3246.76628 homo_energy_ha="-0.4664 / -0.4679" fmax_ha_per_bohr=0.0601
H 3.42 -3.56 -4.18 0.000
H 0.28 0.64 -1.72 0.000
H 4.40 -4.45 1.95 0.000
H 0.52 4.06 -3.70 0.000
N 4.87 4.33 2.47 0.000
H 3.62 2.28 0.55 0.000
H 1.98 -1.82 1.26 0.000
H -2.63 -2.97 1.59 0.000
N -1.28 4.11 -1.07 0.028
H -2.00 -0.51 -0.07 0.003
H 5.30 1.88 0.49 0.000
H -1.75 6.24 3.28 0.000
N -4.03 -5.03 -2.93 0.000
C -2.93 -5.22 -0.58 0.000
C 4.49 2.09 1.19 0.000
H -3.18 6.10 2.23 0.000
H 0.64 5.48 2.99 0.000
N 2.77 -5.38 4.32 0.000
H -0.82 2.29 -4.91 0.000
C -3.89 -1.72 -2.53 0.000
H 1.78 -2.03 -3.09 0.000
N -1.70 -3.65 5.79 0.000
H -3.86 -2.40 3.94 0.000
C 2.72 -2.22 -2.57 0.000
C 4.31 0.86 2.09 0.000
H 3.53 -5.78 1.23 0.000
C -2.83 3.65 3.53 0.001
H 2.83 -3.67 0.16 0.000
H 4.23 0.00 1.42 0.000
Mn -3.18 2.94 -1.31 4.708
H -0.92 -0.67 -2.13 0.000
C 2.24 -2.60 1.98 0.000
C -1.39 0.38 -0.33 0.020
C -5.33 -1.85 -2.50 0.000
C 1.02 3.17 -4.08 0.000
C -0.97 -3.76 -1.35 0.000
C -2.09 -1.50 3.10 0.000
H 2.50 -3.07 -1.92 0.000
H -3.49 -1.21 -1.65 0.000
N -3.40 3.36 1.02 0.027
H 5.14 0.81 2.78 0.000
C -0.02 2.04 -4.21 0.000
H -1.34 1.26 1.69 0.000
C -0.68 0.94 0.89 0.003
C -2.84 6.18 3.26 0.000
H -3.38 -4.46 0.06 0.000
C -0.37 -0.15 -1.35 0.004
H 3.17 1.80 3.61 0.000
H -2.24 -0.91 -3.62 0.000
H 1.40 4.02 2.39 0.000
H -3.19 -1.06 4.89 0.000
C -0.21 4.36 -0.78 0.014
H 2.98 3.61 -3.49 0.000
H -0.42 1.77 -3.23 0.000
O -2.29 1.28 -0.93 0.176
H 2.75 1.93 -3.78 0.000
C 3.40 -4.88 1.83 0.000
H -0.27 4.29 1.96 0.000
H 2.09 5.98 1.07 0.000
H -1.07 -2.26 1.38 0.000
H -3.39 -2.69 -2.38 0.000
N 1.04 -0.18 -5.09 0.000
H 0.43 6.49 0.83 0.000
H -2.54 -0.68 2.52 0.000
H 2.42 -0.78 -1.01 0.000
H 0.11 -3.64 -1.23 0.000
C -1.75 -2.64 2.15 0.000
C -3.68 -1.64 -5.12 0.000
C 2.28 2.79 -3.31 0.000
H -4.36 4.95 4.15 0.000
H -0.95 -5.16 0.28 0.000
C 3.77 -2.73 -3.56 0.000
H -0.04 1.76 0.55 0.000
H -3.33 -2.68 -5.18 0.000
C -2.94 -1.94 4.29 0.000
C -2.25 -2.90 5.14 0.000
C -3.32 -1.05 -3.78 0.000
H -1.17 -1.02 3.45 0.000
H -1.30 -3.48 2.69 0.000
C 2.47 -3.87 1.16 0.000
C 1.12 4.75 -0.35 0.002
C -3.27 4.99 4.12 0.000
C -1.41 -5.07 -0.71 0.000
C 3.05 -5.16 3.22 0.000
C 3.18 -1.01 -1.76 0.000
C -3.13 3.51 2.11 0.008
C 0.68 4.80 2.15 0.000
H 1.68 3.84 -0.10 0.000
H -3.15 -1.10 -5.91 0.000
H 3.35 -0.16 -2.43 0.000
H 2.80 0.06 3.45 0.000
N 5.41 -1.52 -0.50 0.000
H -2.99 5.11 5.16 0.000
H 0.25 -0.88 -0.82 0.000
H 0.04 0.22 1.29 0.000
H 4.11 -1.91 -4.20 0.000
H -1.74 3.55 3.63 0.000
H -4.74 -1.59 -5.34 0.000
H -1.22 -3.73 -2.41 0.000
H -3.59 0.02 -3.69 0.000
H 1.49 -2.80 2.75 0.000
C 3.01 0.98 2.91 0.000
H 4.63 -3.09 -2.99 0.000
H -3.29 2.80 4.04 0.000
H 2.09 2.55 -2.26 0.000
C 0.60 0.81 -4.72 0.000
H -3.15 -6.21 -0.17 0.000
C 4.73 3.34 1.91 0.000
H 1.34 3.40 -5.10 0.000
H 1.66 5.26 -1.14 0.000
C 4.43 -1.28 -1.05 0.000
C -3.57 -5.13 -1.89 0.000
H -3.16 7.12 3.70 0.000
H -1.12 -5.91 -1.34 0.000
H 2.14 1.16 2.27 0.000
H 3.14 -2.32 2.54 0.000
H 1.52 -4.41 1.06 0.000
N -6.47 -1.92 -2.47 0.000
C 1.07 5.62 0.93 0.000
H -1.42 -2.92 -0.80 0.000